Here is a molecular structure, C36H41BrGeNO2Ru at a distorted geometry from OMol25. Energies are from ωB97M-V/def2-TZVPD.

Geometry (Å):
Ru -0.657 -0.664 -0.038
N -0.235 -4.998 1.119
C -0.266 -3.671 0.805
O -1.175 -3.210 0.133
C 0.862 -2.832 1.353
C 1.130 -1.603 0.502
H -1.032 -5.560 0.877
H 0.449 -5.353 1.761
H 1.742 -3.477 1.490
H 0.534 -2.520 2.347
H 1.617 -1.876 -0.439
H 1.779 -0.910 1.039
C 1.706 3.001 -6.945
C 1.240 3.477 -5.568
C 2.399 4.228 -4.898
C 0.076 4.455 -5.769
C 0.806 2.310 -4.677
C 0.315 2.546 -3.395
C -0.051 1.485 -2.599
Br -0.732 1.873 -0.864
C 0.028 0.115 -2.960
O -0.319 -0.846 -2.163
C 0.511 -0.114 -4.278
C 0.877 0.976 -5.067
C 0.657 -1.510 -4.923
C 0.296 -2.703 -4.029
C -0.255 -1.578 -6.157
C 2.116 -1.714 -5.365
H 2.003 3.862 -7.550
H 0.911 2.475 -7.480
H 2.566 2.333 -6.872
H 2.722 5.074 -5.513
H 3.252 3.563 -4.748
H 2.103 4.614 -3.920
H 0.381 5.286 -6.413
H -0.262 4.874 -4.818
H -0.775 3.952 -6.233
H 0.220 3.555 -3.006
H 1.244 0.757 -6.061
H -0.738 -2.674 -3.693
H 0.913 -2.753 -3.134
H 0.452 -3.614 -4.618
H -1.299 -1.452 -5.863
H -0.152 -2.550 -6.650
H -0.016 -0.801 -6.887
H 2.782 -1.679 -4.500
H 2.448 -0.955 -6.076
H 2.227 -2.693 -5.842
C -1.211 -0.420 1.735
Ge -1.070 -0.209 3.593
C -0.619 -1.851 4.593
C -1.449 -2.972 4.469
C -1.135 -4.177 5.086
C 0.029 -4.291 5.837
C 0.870 -3.194 5.967
C 0.545 -1.987 5.350
C -2.752 0.438 4.390
C -3.384 -0.186 5.466
C -4.575 0.313 5.991
C -5.151 1.450 5.446
C -4.534 2.088 4.375
C -3.349 1.583 3.854
C 0.276 1.123 4.120
C 1.130 1.660 3.157
C 2.074 2.627 3.496
C 2.175 3.070 4.808
C 1.329 2.547 5.781
C 0.389 1.583 5.435
H -2.348 -2.905 3.862
H -1.796 -5.030 4.975
H 0.281 -5.231 6.316
H 1.783 -3.278 6.546
H 1.218 -1.143 5.455
H -2.943 -1.072 5.909
H -5.050 -0.190 6.826
H -6.078 1.839 5.851
H -4.980 2.976 3.942
H -2.886 2.080 3.008
H 1.047 1.314 2.131
H 2.728 3.035 2.734
H 2.907 3.824 5.074
H 1.400 2.894 6.805
H -0.275 1.192 6.200

Output
Charge   -1
<S²>   6.029
HOMO-LUMO gap (alpha / beta)   5.37 / 6.93 eV
Spin multiplicity   5
LUMO (alpha / beta)   2.514 / 2.505 eV

---

Here is a molecular structure, C36H44N7O2S2Sr at a distorted geometry from OMol25. Energies are from ωB97M-V/def2-TZVPD.

Geometry (Å):
Sr -0.372 -0.465 0.610
C -3.013 4.578 -1.520
C -3.811 3.429 -2.026
N -3.128 2.417 -2.841
C -3.060 2.606 -4.308
C -3.588 1.502 -5.201
C -2.208 1.577 -2.205
S -2.428 1.322 -0.533
N -1.370 1.019 -3.101
C -0.149 0.538 -2.754
O 0.253 0.188 -1.599
C 0.758 0.492 -3.938
C 2.132 0.322 -3.895
C 2.928 0.302 -5.048
C 2.349 0.546 -6.283
C 0.968 0.687 -6.372
C 0.194 0.646 -5.224
H -3.633 5.429 -1.281
H -2.264 4.841 -2.215
H -2.529 4.337 -0.541
H -4.685 3.697 -2.696
H -4.252 2.962 -1.120
H -2.017 2.783 -4.606
H -3.575 3.504 -4.550
H -3.536 0.590 -4.650
H -3.023 1.426 -6.122
H -4.621 1.755 -5.499
H 2.618 0.321 -2.955
H 3.956 0.126 -4.874
H 2.951 0.663 -7.206
H 0.468 0.820 -7.385
H -0.893 0.762 -5.272
N 2.426 -4.942 -6.392
C 1.732 -4.731 -5.481
C 0.923 -4.408 -4.334
C -0.406 -4.851 -4.088
C -0.994 -4.511 -2.885
C -0.356 -3.663 -1.972
C 0.889 -3.046 -2.317
C 1.513 -3.404 -3.501
C -0.922 -3.340 -0.694
C -1.305 -2.984 0.451
H -0.939 -5.367 -4.888
H -1.985 -4.904 -2.565
H 1.368 -2.388 -1.618
H 2.460 -2.991 -3.847
C 3.703 0.190 -0.042
C 4.206 -1.208 0.015
O 3.182 -2.021 0.660
C 3.333 -3.418 0.430
C 2.437 -4.136 1.397
H 4.341 0.835 -0.577
H 3.538 0.462 1.015
H 2.725 0.179 -0.586
H 5.151 -1.218 0.603
H 4.412 -1.680 -0.955
H 4.423 -3.597 0.549
H 3.080 -3.662 -0.631
H 2.829 -4.082 2.404
H 2.366 -5.210 1.239
H 1.476 -3.650 1.353
C 0.199 0.357 7.526
C 0.307 -1.144 7.491
C -1.002 -1.933 7.466
C 1.285 -1.665 6.446
N 0.970 -1.216 5.064
C 0.175 -1.639 4.035
N 0.394 -0.861 2.977
N 1.356 0.036 3.322
N 1.694 -0.106 4.598
H -0.554 0.639 8.286
H -0.081 0.795 6.543
H 1.136 0.805 7.879
H 0.783 -1.397 8.411
H -1.637 -1.583 6.643
H -1.711 -1.748 8.346
H -0.888 -3.007 7.389
H 1.214 -2.743 6.295
H 2.316 -1.360 6.656
H -0.597 -2.390 4.138
S -2.172 1.324 2.633
C -1.947 2.997 2.760
C -3.044 3.867 2.433
C -2.951 5.226 2.646
C -1.720 5.797 3.022
C -0.658 4.948 3.403
C -0.769 3.569 3.265
H -3.905 3.404 1.997
H -3.815 5.902 2.415
H -1.628 6.914 2.984
H 0.244 5.363 3.818
H -0.023 2.871 3.577

Output
Charge   -1
HOMO-LUMO gap   5.70 eV
Spin multiplicity   1
Energy above the lowest of the compared OMol25 structures with the same formula, charge and spin   0.0 kJ/mol
LUMO   2.030 eV

---

What did the second record say?
Here is a molecular structure, C36H44N7O2S2Sr at a distorted geometry from OMol25. Energies are from ωB97M-V/def2-TZVPD.

Geometry (Å):
Sr -0.372 -0.465 0.610
C -3.013 4.578 -1.520
C -3.811 3.429 -2.026
N -3.128 2.417 -2.841
C -3.060 2.606 -4.308
C -3.588 1.502 -5.201
C -2.208 1.577 -2.205
S -2.428 1.322 -0.533
N -1.370 1.019 -3.101
C -0.149 0.538 -2.754
O 0.253 0.188 -1.599
C 0.758 0.492 -3.938
C 2.132 0.322 -3.895
C 2.928 0.302 -5.048
C 2.349 0.546 -6.283
C 0.968 0.687 -6.372
C 0.194 0.646 -5.224
H -3.633 5.429 -1.281
H -2.264 4.841 -2.215
H -2.529 4.337 -0.541
H -4.685 3.697 -2.696
H -4.252 2.962 -1.120
H -2.017 2.783 -4.606
H -3.575 3.504 -4.550
H -3.536 0.590 -4.650
H -3.023 1.426 -6.122
H -4.621 1.755 -5.499
H 2.618 0.321 -2.955
H 3.956 0.126 -4.874
H 2.951 0.663 -7.206
H 0.468 0.820 -7.385
H -0.893 0.762 -5.272
N 2.426 -4.942 -6.392
C 1.732 -4.731 -5.481
C 0.923 -4.408 -4.334
C -0.406 -4.851 -4.088
C -0.994 -4.511 -2.885
C -0.356 -3.663 -1.972
C 0.889 -3.046 -2.317
C 1.513 -3.404 -3.501
C -0.922 -3.340 -0.694
C -1.305 -2.984 0.451
H -0.939 -5.367 -4.888
H -1.985 -4.904 -2.565
H 1.368 -2.388 -1.618
H 2.460 -2.991 -3.847
C 3.703 0.190 -0.042
C 4.206 -1.208 0.015
O 3.182 -2.021 0.660
C 3.333 -3.418 0.430
C 2.437 -4.136 1.397
H 4.341 0.835 -0.577
H 3.538 0.462 1.015
H 2.725 0.179 -0.586
H 5.151 -1.218 0.603
H 4.412 -1.680 -0.955
H 4.423 -3.597 0.549
H 3.080 -3.662 -0.631
H 2.829 -4.082 2.404
H 2.366 -5.210 1.239
H 1.476 -3.650 1.353
C 0.199 0.357 7.526
C 0.307 -1.144 7.491
C -1.002 -1.933 7.466
C 1.285 -1.665 6.446
N 0.970 -1.216 5.064
C 0.175 -1.639 4.035
N 0.394 -0.861 2.977
N 1.356 0.036 3.322
N 1.694 -0.106 4.598
H -0.554 0.639 8.286
H -0.081 0.795 6.543
H 1.136 0.805 7.879
H 0.783 -1.397 8.411
H -1.637 -1.583 6.643
H -1.711 -1.748 8.346
H -0.888 -3.007 7.389
H 1.214 -2.743 6.295
H 2.316 -1.360 6.656
H -0.597 -2.390 4.138
S -2.172 1.324 2.633
C -1.947 2.997 2.760
C -3.044 3.867 2.433
C -2.951 5.226 2.646
C -1.720 5.797 3.022
C -0.658 4.948 3.403
C -0.769 3.569 3.265
H -3.905 3.404 1.997
H -3.815 5.902 2.415
H -1.628 6.914 2.984
H 0.244 5.363 3.818
H -0.023 2.871 3.577

Output
Charge   -1
HOMO-LUMO gap   5.70 eV
Spin multiplicity   1
Energy above the lowest of the compared OMol25 structures with the same formula, charge and spin   0.0 kJ/mol
LUMO   2.030 eV

---

> Which value of charge does entry 2 give?

-1

---

> Which formula does entry 1 have?

C36H41BrGeNO2Ru

---

> charge of number 2 (C36H44N7O2S2Sr)?

-1